Record 1
34
Properties=species:S:1:pos:R:3:forces:R:3:lowdin_charge:R:1 method="wB97M-V/def2-TZVPD" de_lowest_ev=0.519 lumo_energy_ev=0.6 orbital_gap_ev=9.191 homo_energy_ev=-8.628 smiles="COc1cccc(CN(C)S(=O)(=O)c2cccs2)c1" largest_force_ev_per_a=0.9
C 2.57451 -1.37727 5.06335 0.037 0.140 0.146 -0.0895
O 2.28972 -2.32056 4.05884 -0.080 -0.182 -0.233 -0.0825
C 1.62744 -1.90977 2.94392 -0.053 -0.035 -0.179 -0.2712
C 1.39242 -2.89280 1.98025 0.084 0.024 0.166 -0.0092
C 0.73253 -2.56975 0.81495 0.075 -0.018 0.096 -0.0638
C 0.29871 -1.27280 0.58689 -0.065 0.212 -0.009 -0.0465
C 0.51971 -0.28981 1.53716 -0.095 -0.251 -0.065 -0.1911
C 0.08180 1.13986 1.32459 0.525 0.167 0.038 -0.1499
N -1.02770 1.30990 0.42739 0.115 0.616 -0.706 -0.3038
C -2.32191 0.80498 0.79658 -0.418 -0.180 -0.095 -0.0754
S -0.81341 2.05628 -1.02344 0.190 -0.246 0.024 0.6063
O 0.35302 2.88206 -0.93609 0.101 -0.241 0.047 -0.2740
O -2.06348 2.62415 -1.42826 -0.088 -0.301 0.067 -0.2879
C -0.43739 0.74275 -2.15626 -0.377 0.397 0.139 -0.6221
C 0.78483 0.36956 -2.62234 -0.085 0.291 0.212 -0.1466
C 0.71276 -0.75604 -3.47151 -0.120 -0.113 -0.021 -0.1709
C -0.56026 -1.20876 -3.62321 -0.256 0.184 0.277 -0.3895
S -1.69946 -0.26640 -2.74108 0.349 -0.109 -0.206 1.0403
C 1.18184 -0.61385 2.71681 0.120 -0.015 0.207 0.0210
H 3.11297 -1.92424 5.83565 -0.036 0.088 -0.026 0.0929
H 1.65921 -0.95595 5.49134 0.032 -0.001 -0.025 0.0952
H 3.20698 -0.56710 4.68668 -0.034 -0.019 0.010 0.0958
H 1.73870 -3.89526 2.17361 0.040 -0.132 0.028 0.1160
H 0.55375 -3.33175 0.07120 -0.010 -0.083 -0.060 0.1068
H -0.20872 -1.02918 -0.33211 -0.091 0.006 -0.101 0.0787
H 0.90248 1.71665 0.88755 0.026 -0.059 0.303 0.1237
H -0.16626 1.59190 2.29459 0.031 -0.010 -0.122 0.1347
H -2.33672 -0.28894 0.82179 -0.009 0.046 0.012 0.0886
H -2.60915 1.18562 1.78006 0.014 0.018 -0.028 0.0982
H -3.03096 1.16703 0.05616 -0.196 -0.110 0.163 0.0788
H 1.68561 0.89257 -2.36125 0.194 0.118 0.055 0.1184
H 1.56855 -1.20317 -3.94337 0.123 -0.094 -0.107 0.1053
H -0.90063 -2.04109 -4.20639 -0.066 -0.176 -0.144 0.0648
H 1.34601 0.16366 3.44694 0.022 0.066 0.137 0.1082



Record 2
60
Properties=species:S:1:pos:R:3:forces:R:3:lowdin_charge:R:1 method="wB97M-V/def2-TZVPD" de_lowest_ev=7.186 lumo_energy_ev=0.0 orbital_gap_ev=9.016 homo_energy_ev=-9.001 smiles="CNC(C)=O.CNC(C)=O.CNC(C)=O.CNC(C)=O.CNC(C)=O" largest_force_ev_per_a=9.8
C -5.31657 2.28109 4.29367 -0.577 0.757 1.601 -0.1164
N -4.05783 2.54800 3.53624 0.292 0.462 -0.004 -0.0436
C -3.59985 1.71554 2.47320 0.598 4.186 4.338 -0.5963
C -2.35655 2.15795 1.82042 0.957 4.925 -0.572 -0.0241
O -4.19091 0.74012 2.25185 -1.878 -3.776 -1.870 0.1122
H -4.97405 2.15438 5.41409 -1.092 0.219 -2.028 0.0947
H -5.96945 1.37325 4.01362 1.763 1.307 0.002 0.0937
H -6.05205 3.20393 4.21867 1.596 -1.717 0.217 0.0937
H -3.43222 3.28943 3.96202 -1.218 -1.423 -1.094 0.1443
H -1.37605 2.05773 2.28528 -0.377 -0.465 0.448 0.0739
H -2.35093 3.34237 1.45259 -0.403 -2.722 1.457 0.1503
H -2.35818 1.74262 0.89070 0.363 -1.708 -2.495 0.0195
C 5.86777 2.93781 1.83063 -4.132 -0.255 2.252 -0.0856
N 5.01795 2.01350 1.05430 -1.348 -1.888 -1.754 -0.0060
C 5.57440 1.39193 -0.07936 0.101 1.965 -0.019 -0.5289
C 4.76400 0.48932 -1.04241 -0.237 3.653 2.197 0.0076
O 6.72375 1.62627 -0.34580 1.606 -0.011 -0.323 0.0393
H 6.89906 2.91548 1.85366 2.079 -1.404 -0.418 0.0489
H 5.46393 2.87718 2.89415 0.816 -0.131 -0.948 0.0950
H 5.68407 3.95844 1.61240 -0.535 1.190 -0.842 0.0535
H 3.91274 1.78998 1.23093 3.855 1.146 0.087 0.0981
H 5.24706 0.37400 -1.96843 0.777 -0.439 -0.754 0.0800
H 3.82643 1.01466 -1.14003 -0.703 -0.440 -0.242 0.0692
H 4.73894 -0.26854 -0.35041 -0.761 -3.053 0.534 0.0390
C 2.36962 0.10113 1.70277 3.381 0.395 3.568 -0.0266
N 2.42858 1.54671 1.71126 -0.034 1.943 0.741 -0.0512
C 1.87668 2.37145 0.76743 -0.734 -0.431 -0.520 -0.5276
C 1.91273 3.85403 1.03775 -4.956 -6.015 4.017 0.0686
O 1.32658 1.92731 -0.20336 -0.452 -0.628 -1.311 0.0814
H 2.28785 -0.16029 2.81922 1.425 0.055 -1.264 0.1291
H 3.20601 -0.45163 1.15727 -1.480 0.910 0.750 0.1145
H 1.42249 -0.15138 1.58773 -4.221 -1.645 -2.384 0.0193
H 2.51415 2.13532 2.54947 0.370 -1.424 0.055 0.1544
H 2.45856 4.24869 0.41241 4.187 4.432 -7.723 0.0099
H 2.58670 3.95297 1.77379 1.406 0.865 4.138 0.0504
H 0.87751 4.07128 1.15759 -0.359 1.217 0.203 0.1089
C -1.13613 -0.96452 -0.39019 4.010 -2.591 2.545 0.0033
N 0.20076 -0.94934 -1.02867 -1.884 1.059 1.385 0.0363
C 0.76942 -1.84207 -1.79935 -0.403 -5.790 -0.049 -0.4759
C 2.23884 -1.55611 -2.14150 -0.811 3.174 -0.936 0.0039
O 0.19171 -2.98172 -2.01871 1.875 3.613 0.189 -0.0420
H -1.81143 -0.94042 -1.07262 -4.561 1.226 -4.624 0.0171
H -1.26949 -0.20923 0.37154 0.335 -0.029 0.055 0.0731
H -1.36415 -1.99207 -0.07312 0.604 0.233 0.869 0.1056
H 0.57783 -0.05796 -0.95393 1.422 1.702 0.023 0.0651
H 2.23478 -0.81979 -3.02188 0.029 -0.533 1.348 0.1165
H 2.92385 -2.25546 -2.48287 0.210 -2.460 -0.723 0.0485
H 2.82961 -1.11955 -1.32113 -0.907 0.332 -0.104 0.0382
C -5.88284 -5.42333 -3.39410 2.712 -2.039 -2.902 -0.0348
N -4.45126 -5.09853 -3.85487 -0.776 -2.928 -1.099 -0.0077
C -3.79732 -3.99393 -3.41993 -0.138 1.422 -0.194 -0.5759
C -2.30872 -3.91005 -3.74356 -1.197 1.137 1.278 -0.0129
O -4.37728 -3.06458 -2.84323 0.320 -1.219 -0.304 0.0071
H -5.80387 -5.34227 -2.37052 -0.571 -0.529 2.355 0.0478
H -6.22951 -6.40607 -3.89049 1.029 1.128 1.415 0.1096
H -6.59313 -4.77182 -3.75466 -1.170 2.093 -0.794 0.0383
H -3.92237 -5.93618 -4.30070 -1.170 2.467 1.270 0.1651
H -1.84493 -4.10797 -2.78014 0.508 -0.638 -0.128 0.0630
H -2.05719 -2.81627 -3.81724 -0.183 -1.223 -0.821 0.0989
H -2.07015 -4.61280 -4.53342 0.637 0.343 -0.093 0.0686